[1]
Here is C23H29CrN4O9 as an isolated structure in a non-equilibrium geometry from the OMol25 dataset. Energies are from ωB97M-V/def2-TZVPD.

Energy above the lowest of the compared OMol25 structures with the same formula, charge and spin in kcal per mole: 16.85
Frontier orbital gap (spin up / spin down) in eV: 4.5 / 8.0
Total charge: -1
⟨S²⟩: 6.04
2S+1: 5
LUMO (spin up / spin down) in eV: 2.210 / 2.209

Each line ends with the Löwdin spin population.
Geometry (Å):
Cr (0.52483, 0.31305, -0.52964)  2.85
O (4.11421, 0.68574, 1.41626)  0.00
O (0.19709, 2.17344, 0.51033)  0.00
O (1.78678, 1.31152, -1.75693)  0.01
O (-0.91377, 1.00008, -1.65957)  0.04
O (-0.52517, -0.39793, 0.94849)  0.22
O (3.56054, 2.60433, -2.12073)  0.00
O (2.16233, 0.01228, 0.57041)  0.01
O (0.33588, -3.05660, -0.00873)  0.00
O (-2.25600, 2.46025, -2.63933)  0.01
N (2.17282, -0.52522, -3.39081)  0.00
N (2.50571, -2.75330, -2.70340)  0.00
N (-2.51204, -1.63765, -1.41392)  0.00
N (1.12341, -1.43393, -1.49307)  -0.01
C (-2.65493, 0.15952, -3.12489)  0.00
C (2.21276, 3.08240, -0.20160)  0.00
C (2.59118, 2.27945, -1.45398)  0.00
C (2.41650, 2.33602, 1.16228)  0.00
C (0.58153, 3.73388, 2.16909)  0.00
C (2.97009, 0.89609, 1.03911)  0.00
C (0.69264, 3.33372, -0.18311)  0.00
C (0.36315, 4.45320, 0.81165)  0.00
C (-2.88575, -1.02283, 3.69026)  0.11
C (1.94000, -1.52654, -2.53909)  0.00
C (-1.88889, 1.30765, -2.42802)  0.01
C (-1.60983, -0.33406, 1.65926)  0.30
C (-3.40519, -0.75753, -2.14090)  0.00
C (-2.92984, -1.70623, 4.88784)  0.00
C (1.02892, -2.69510, -0.91386)  0.00
C (-0.66628, -2.46133, 4.56460)  0.01
C (0.98095, 2.32373, 1.70950)  0.00
C (-1.71404, -1.03893, 2.88662)  0.06
C (-0.60033, -1.78668, 3.36881)  0.10
C (1.95189, -3.63141, -1.69757)  0.00
C (-2.74712, 0.53223, 1.16684)  0.04
C (2.93820, -3.27669, -3.97807)  0.00
C (-1.82905, -2.42954, 5.34518)  0.15
H (3.02330, -0.59544, -3.92501)  0.00
H (-2.45335, 0.98888, 0.22309)  0.00
H (-2.89878, -2.01128, -0.55757)  0.00
H (-3.75709, -0.47260, 3.35407)  0.01
H (0.19286, -3.02687, 4.90880)  0.00
H (3.62012, -4.10689, -3.80314)  0.00
H (0.21816, 3.40718, -1.15770)  0.00
H (-0.33595, 3.69909, 2.75514)  0.00
H (2.09474, -3.63186, -4.58116)  0.00
H (1.01674, 5.31271, 0.67085)  0.00
H (2.02676, 0.40003, -2.94200)  0.00
H (1.36607, 4.18859, 2.77191)  0.00
H (0.28722, -1.80985, 2.75420)  0.01
H (-3.93532, -0.13096, -1.41974)  0.00
H (-0.67046, 4.77198, 0.68620)  0.00
H (2.72460, -4.03400, -1.04081)  0.00
H (-4.17318, -1.31143, -2.70338)  0.00
H (-3.83556, -1.68357, 5.48492)  0.00
H (-1.94600, -0.43119, -3.71434)  0.00
H (-1.87331, -2.96018, 6.28867)  0.01
H (-3.37374, 0.62679, -3.79579)  0.00
H (3.46769, -2.51673, -4.54843)  0.00
H (-3.65710, -0.05785, 1.01205)  0.01
H (0.75903, 1.51750, 2.40402)  0.00
H (3.10044, 2.87531, 1.81220)  0.00
H (-2.18530, -2.40125, -1.98908)  0.00
H (1.38425, -4.45851, -2.13012)  0.00
H (-2.98433, 1.31924, 1.89040)  0.01
H (2.78428, 4.00614, -0.23754)  0.00

Cartesian forces, eV/Å:
-0.18 0.76 0.75
-0.18 -0.14 -0.06
-0.03 -0.58 -0.29
-0.52 0.16 0.41
0.38 -0.43 0.15
0.77 -0.20 -0.20
-0.21 -0.19 -0.04
-0.45 -0.17 -0.24
-0.06 0.08 0.21
0.02 -0.02 0.09
0.19 -0.80 -0.11
-0.10 -0.04 0.01
0.22 0.00 0.01
-0.33 0.19 0.18
0.25 0.08 0.50
-0.09 -0.27 -0.20
0.41 0.61 0.35
-0.03 -0.38 -0.11
-0.04 -0.11 -0.12
0.27 0.57 0.15
0.17 0.51 -0.01
0.01 -0.17 -0.03
-0.06 0.06 -0.06
0.23 0.11 -0.50
-0.39 -0.08 -0.38
-0.62 0.26 -0.08
-0.04 0.07 -0.19
-0.01 -0.01 0.03
-0.03 -0.42 -0.25
-0.05 0.03 0.02
0.24 0.30 0.36
0.32 0.08 -0.30
-0.09 -0.02 -0.03
0.12 0.03 0.03
0.27 -0.17 0.03
0.01 0.08 0.02
0.04 -0.07 0.07
-0.03 -0.06 -0.10
-0.06 0.03 0.08
0.02 0.05 -0.05
0.02 -0.01 0.04
0.01 0.02 -0.01
0.03 0.01 -0.03
-0.08 -0.09 0.04
0.01 0.01 0.00
0.00 -0.01 0.02
-0.02 0.03 0.00
-0.09 0.28 -0.02
-0.01 0.00 0.04
0.08 -0.03 -0.03
0.01 -0.03 -0.01
0.01 0.01 0.02
-0.04 -0.02 0.03
-0.03 0.11 -0.02
-0.01 0.02 -0.03
-0.03 -0.04 0.02
-0.01 0.01 -0.02
0.02 -0.01 -0.06
0.04 -0.05 0.01
-0.05 0.05 0.01
-0.07 -0.05 -0.11
0.00 0.05 -0.01
0.01 -0.05 0.05
-0.06 0.04 -0.01
-0.06 0.02 -0.03
0.00 0.02 0.02



[2]
Here is C10H10IN4O2Ru as an isolated structure in a non-equilibrium geometry from the OMol25 dataset. Energies are from ωB97M-V/def2-TZVPD.

Energy above the lowest of the compared OMol25 structures with the same formula, charge and spin in kcal per mole: 38.33
Frontier orbital gap (spin up / spin down) in eV: 6.3 / 6.8
Total charge: +1
2S+1: 1
LUMO (spin up / spin down) in eV: -4.882 / -5.058

Each line ends with the Mulliken charge.
Geometry (Å):
I (-6.31453, -3.15420, -0.82814)  0.23
Ru (-0.26722, -2.05098, -0.36143)  1.02
O (-0.01869, -0.03846, -0.68375)  -0.79
O (1.70404, -1.92852, -0.62981)  -0.29
N (-2.28963, -2.12204, 0.03584)  -0.19
N (1.70900, -0.81100, 0.52721)  -0.68
N (-2.95091, -1.16878, 0.72122)  -0.02
N (1.17042, 0.18777, -0.08078)  1.14
C (0.84920, 2.55791, -0.36180)  -0.54
C (1.37116, 3.83871, -0.32413)  -0.46
C (3.51833, 2.96805, 0.34990)  -0.53
C (3.02669, 1.67688, 0.30601)  -0.33
C (1.36718, -3.09593, -0.00853)  -0.43
C (2.69786, 4.04542, 0.03432)  -0.47
C (-3.23225, -2.86178, -0.56156)  -0.40
C (-4.27265, -1.30104, 0.59123)  -0.03
C (-4.50117, -2.39658, -0.22878)  -0.50
C (1.69064, 1.49223, -0.04707)  0.55
H (0.73941, 4.67999, -0.57189)  0.37
H (1.57013, -3.95435, -0.64794)  0.31
H (3.09552, 5.05049, 0.06406)  0.39
H (-4.95680, -0.62916, 1.07949)  0.47
H (-2.43287, -0.48806, 1.25818)  0.17
H (4.55108, 3.13355, 0.62154)  0.38
H (1.66533, -3.13615, 1.03841)  0.28
H (-2.96117, -3.69657, -1.18753)  0.46
H (-0.18011, 2.37751, -0.63176)  0.40
H (3.65201, 0.82509, 0.52748)  0.48

Cartesian forces, eV/Å:
0.01 0.01 0.01
-0.38 0.22 -0.14
1.01 -0.44 0.71
0.25 0.41 -0.38
0.28 0.36 -0.33
-0.53 0.62 -0.70
0.06 -0.07 0.17
-0.77 -1.14 0.04
0.14 -0.07 0.09
0.02 -0.03 -0.01
-0.01 0.04 0.02
-0.16 0.03 -0.08
0.23 -0.13 0.66
0.00 -0.05 0.00
-0.10 -0.01 0.08
-0.04 -0.12 -0.04
0.06 0.08 0.09
0.11 0.49 -0.03
-0.01 0.01 0.00
-0.12 0.01 0.06
0.01 0.00 0.00
-0.04 0.02 0.00
-0.04 -0.06 -0.08
0.02 0.01 0.00
-0.02 -0.17 -0.09
0.00 0.03 -0.04
-0.01 -0.01 0.00
0.02 -0.01 -0.01



[3]
Here is an isolated molecule of C3H5ClN2 in a non-equilibrium geometry from the OMol25 dataset. Energies are from ωB97M-V/def2-TZVPD.

Energy above the lowest of the compared OMol25 structures with the same formula, charge and spin in kcal per mole: 19.10
Frontier orbital gap (spin up / spin down) in eV: 6.7 / 6.2
⟨S²⟩: 2.01
2S+1: 3
LUMO (spin up / spin down) in eV: 0.935 / -3.354

Each line ends with the Löwdin spin population.
Geometry (Å):
Cl (-2.85983, 0.10717, 0.30547)  0.14
N (-0.94568, -1.48380, -0.39151)  0.78
N (-0.35413, 0.79827, -0.57399)  0.06
C (-1.46254, -0.20490, -0.81073)  0.07
C (0.08402, -1.25824, 0.32114)  0.64
C (0.44271, 0.14809, 0.37622)  0.15
H (-1.97229, -0.32882, -1.88961)  0.01
H (-0.36134, 1.79959, -0.20143)  0.00
H (0.68309, -1.89356, 0.90966)  0.04
H (1.52862, 0.27483, 0.09152)  0.04
H (0.33399, 0.56333, 1.38310)  0.06

Cartesian forces, eV/Å:
-0.85 0.41 0.54
-6.32 0.19 -6.16
-1.01 0.85 -0.58
-0.81 -0.44 -1.36
6.64 1.61 5.57
3.17 -0.73 -0.60
1.57 0.86 2.42
-1.70 -1.76 -1.49
-0.18 -1.25 0.62
-0.45 0.31 0.54
-0.07 -0.06 0.51



[4]
Here is an isolated molecule of C4H11NS2 in a non-equilibrium geometry from the OMol25 dataset. Energies are from ωB97M-V/def2-TZVPD.

Energy above the lowest of the compared OMol25 structures with the same formula, charge and spin in kcal per mole: 49.53
Frontier orbital gap in eV: 8.9
2S+1: 1
SMILES: CNCCCSS
LUMO in eV: 0.521

Each line ends with the Mulliken charge.
Geometry (Å):
S (-0.47173, 0.07935, 1.79214)  -0.08
S (0.12737, 2.00186, 1.72196)  -0.21
N (-0.18823, -1.19376, -2.67748)  -0.39
C (-0.46050, -1.10272, -1.12728)  -0.53
C (0.81804, -1.10557, -0.41592)  -0.32
C (0.75726, -1.02576, 1.11028)  -0.81
C (-0.28987, 0.07651, -3.45293)  -0.79
H (-1.11351, -0.30316, -4.24374)  0.23
H (1.51825, -0.34909, -0.84440)  0.32
H (1.71147, -0.83475, 1.39516)  0.47
H (0.32753, -2.04235, 1.33199)  0.29
H (-0.61678, 0.90422, -2.90304)  0.31
H (0.73251, -1.68178, -2.82666)  0.25
H (-0.36110, 2.53199, 0.51742)  0.14
H (0.55474, 0.23542, -4.15162)  0.28
H (-1.02798, -2.03444, -1.02552)  0.20
H (-1.25297, -0.32294, -0.92212)  0.40
H (1.40546, -2.10079, -0.49579)  0.26

Cartesian forces, eV/Å:
-0.89 -0.20 0.54
0.24 0.93 -0.89
1.05 0.35 1.84
-1.60 -0.96 -3.82
2.56 -0.38 0.77
-3.21 -1.06 -2.17
-1.38 -4.20 -3.46
1.23 1.87 1.49
-0.61 -0.21 0.36
2.69 0.21 1.73
0.65 0.99 0.81
-0.28 1.24 0.74
-1.32 0.96 0.36
0.32 -0.84 0.88
-0.03 0.33 0.95
0.18 0.00 0.75
1.45 -0.34 -0.19
-1.06 1.32 -0.70



[5]
Here is an isolated ion of composition C4H9N2O2 and charge -1 in a non-equilibrium geometry from the OMol25 dataset. Energies are from ωB97M-V/def2-TZVPD.

Energy above the lowest of the compared OMol25 structures with the same formula, charge and spin in kcal per mole: 28.73
Frontier orbital gap in eV: 7.9
Total charge: -1
2S+1: 1
SMILES: CNCCNC(=O)[O-]
LUMO in eV: 3.608

Each line ends with the Mulliken charge.
Geometry (Å):
O (1.73815, 2.91861, -0.27968)  -0.76
O (0.62066, 3.27440, -2.24573)  -0.72
N (-0.24875, -1.67420, 0.89017)  -0.44
N (0.28455, 1.32440, -0.99524)  -0.37
C (1.03210, 0.33381, -0.20942)  -0.37
C (-1.66143, -2.03806, 0.71321)  -0.79
C (0.10152, -0.21907, 0.94303)  -0.74
C (0.93076, 2.67190, -1.23296)  0.52
H (-2.31147, -1.20123, 0.44214)  0.29
H (0.66490, -0.15862, 1.89817)  0.27
H (1.49237, -0.39024, -0.92442)  0.38
H (1.81444, 0.86736, 0.31880)  0.29
H (-1.77833, -2.88667, 0.04119)  0.31
H (-2.05780, -2.30900, 1.69441)  0.26
H (-0.81775, 0.36615, 0.85974)  0.39
H (0.21007, -1.87195, -0.00597)  0.28
H (-0.01399, 0.99242, -1.90746)  0.21

Cartesian forces, eV/Å:
-0.67 0.73 -1.25
-0.47 0.44 -0.79
0.64 0.00 -2.20
0.26 0.67 -0.95
-1.17 0.41 0.00
0.06 0.59 1.16
0.60 -0.86 0.25
1.42 -1.88 3.00
0.12 0.08 -0.64
-0.66 0.78 -0.36
-0.33 -0.20 0.85
0.26 0.18 -0.35
-0.02 0.09 -0.05
-0.06 -0.40 0.06
0.28 0.25 0.57
-0.27 -0.74 0.47
0.01 -0.14 0.22



[6]
Here is an isolated molecule of C6H12N2O3 in a non-equilibrium geometry from the OMol25 dataset. Energies are from ωB97M-V/def2-TZVPD.

Energy above the lowest of the compared OMol25 structures with the same formula, charge and spin in kcal per mole: 46.63
Frontier orbital gap in eV: 10.1
2S+1: 1
SMILES: COCN1COCN(C)C1=O
LUMO in eV: 0.861

Each line ends with the Mulliken charge.
Geometry (Å):
O (-2.20798, 0.06767, 0.41581)  -0.28
O (0.29378, -1.92841, -0.64099)  -0.68
O (1.43937, 1.86666, -0.42231)  -0.39
N (1.84956, -0.38058, 0.07884)  0.13
N (-0.26275, 0.28828, -0.65202)  0.05
C (2.80986, -1.39689, 0.34613)  -1.03
C (0.10157, 1.54177, -0.13902)  -0.47
C (-3.57759, -0.26194, 0.49472)  -0.72
C (0.61271, -0.78326, -0.41047)  0.70
C (2.28365, 1.00617, 0.24187)  -0.42
C (-1.66019, 0.01950, -0.82101)  -0.77
H (-3.83824, -0.51238, 1.56953)  0.23
H (2.98796, -1.43728, 1.39416)  0.34
H (-1.79078, -0.99784, -1.23992)  0.46
H (2.34718, -2.34900, -0.00701)  0.31
H (-0.51461, 2.26088, -0.62730)  0.37
H (2.31949, 1.26035, 1.35236)  0.29
H (3.31933, 1.15909, -0.16776)  0.30
H (-4.26297, 0.54163, 0.12821)  0.28
H (3.74777, -1.07847, -0.22037)  0.29
H (-3.79876, -1.17089, -0.10178)  0.31
H (-0.10743, 1.56586, 0.97395)  0.34
H (-2.09093, 0.71908, -1.54564)  0.37

Cartesian forces, eV/Å:
-1.57 0.45 2.23
0.27 -0.38 0.11
-0.44 0.19 -0.30
-1.09 0.22 -0.51
0.69 -1.80 -0.97
0.67 -0.13 -1.67
-0.16 0.82 1.65
-0.87 -0.56 0.54
-0.27 1.42 -0.01
0.71 -0.22 1.06
0.98 -1.12 -1.67
0.46 0.50 -1.26
0.51 -0.26 0.95
0.31 0.39 -0.01
0.84 0.65 0.23
-0.41 0.83 -0.21
-0.03 -0.27 -0.99
-0.91 -0.33 0.24
0.62 -0.33 0.26
-0.85 -1.00 0.77
0.16 0.31 0.18
0.47 0.26 -0.81
-0.09 0.37 0.18



Q: Which of these has the highest 2S+1?
A: C23H29CrN4O9